Molecular formula: C11H20BCl2IO5P
Method: DFT, the ωB97M-V functional and the def2-TZVPD basis

The geometry in XYZ format:
```
41
Properties=species:S:1:pos:R:3
C 0.07 -4.14 2.19
C 0.02 -2.82 1.26
C -1.44 -2.15 1.24
C -1.78 -1.29 2.57
C -1.57 0.29 2.38
C -0.03 0.75 2.30
C 0.24 1.80 1.08
C 0.15 1.10 -0.35
Cl -1.46 0.96 -1.21
O 0.86 -0.18 -0.26
C 1.34 -0.57 -1.56
O 1.24 -1.73 -1.99
C 1.95 0.77 -2.28
P 1.69 0.55 -4.15
O 0.02 0.25 -4.46
Cl 2.80 -1.18 -4.78
C 1.11 1.86 -1.47
B 0.55 3.21 -2.21
O 0.44 4.43 -1.40
O 0.13 3.33 -3.60
H -0.25 -5.05 1.55
H 1.16 -4.28 2.49
H -0.54 -4.03 3.15
H 0.86 -2.13 1.59
H 0.27 -3.14 0.18
H -2.19 -3.01 1.14
H -1.52 -1.48 0.32
H -2.90 -1.45 2.77
H -1.23 -1.72 3.48
H -2.15 0.61 1.44
H -2.05 0.83 3.26
H 0.69 -0.13 2.29
H 0.19 1.33 3.27
H -0.60 2.58 1.12
H 1.26 2.28 1.29
H 3.00 0.77 -1.85
H -0.43 -0.05 -3.63
H 1.92 2.31 -0.77
H 1.00 4.35 -0.59
H -0.71 2.84 -3.76
I -2.10 3.32 -2.04
```

## Properties
relative energy (zero: lowest compared OMol25 entry of this formula, charge and spin)	0.00	kJ/mol
net charge	-1
HOMO-LUMO gap	5.7	eV
spin multiplicity	1

***

Molecular formula: C12H13NPSn
Method: DFT, the ωB97M-V functional and the def2-TZVPD basis

The geometry in XYZ format:
```
28
Properties=species:S:1:pos:R:3
C 0.19 -0.39 -4.55
C -0.66 -1.40 -5.17
C -0.31 -2.67 -4.61
C 0.74 -2.45 -3.66
C 0.96 -1.02 -3.51
Sn -0.55 1.07 -1.44
P -0.54 3.56 -1.56
H 0.22 0.68 -4.72
H -1.48 -1.21 -5.87
H -0.86 -3.60 -4.81
H 1.60 -0.48 -2.79
H 1.24 -3.22 -3.06
H -1.60 4.04 -0.75
H -0.94 3.65 -2.95
H 0.61 4.33 -1.33
N 0.46 0.60 0.43
C 0.26 0.07 1.46
C 0.12 -0.23 2.83
C -1.13 -0.12 3.49
C -1.16 0.03 4.87
C 0.04 0.09 5.60
C 1.25 -0.27 4.97
C 1.28 -0.43 3.58
H -2.05 -0.09 2.91
H -2.13 0.13 5.39
H 0.04 0.37 6.67
H 2.18 -0.38 5.54
H 2.22 -0.65 3.07
```

## Properties
relative energy (zero: lowest compared OMol25 entry of this formula, charge and spin)	90.11	kJ/mol
net charge	+1
HOMO-LUMO gap (spin up / spin down)	6.5 / 5.7	eV
spin multiplicity	1

***

Molecular formula: C4H6N2O2
Method: DFT, the ωB97M-V functional and the def2-TZVPD basis

The geometry in XYZ format:
```
14
Properties=species:S:1:pos:R:3
H -1.22 1.91 0.12
N -0.15 2.04 -0.11
C 0.34 0.88 -0.01
O 1.67 0.61 -0.13
C 1.88 -0.73 0.13
O 0.60 -1.32 -0.12
N -0.24 -0.34 0.43
C -1.46 -0.65 -0.29
C -2.67 -0.30 0.14
H 2.27 -0.78 1.13
H 2.60 -1.17 -0.62
H -1.31 -1.03 -1.32
H -3.58 -0.49 -0.49
H -2.72 0.09 1.17
```

## Properties
relative energy (zero: lowest compared OMol25 entry of this formula, charge and spin)	382.93	kJ/mol
net charge	0
HOMO-LUMO gap	10.6	eV
spin multiplicity	1

***

Molecular formula: C52H66ClGe2NO5P2SZr
Method: DFT, the ωB97M-V functional and the def2-TZVPD basis

The geometry in XYZ format:
```
131
Properties=species:S:1:pos:R:3
Zr 0.79 1.56 -0.02
C 1.50 3.88 2.37
P 2.43 2.34 2.02
C 4.16 2.83 1.81
C 4.68 3.83 2.63
C 6.02 4.18 2.53
C 6.84 3.53 1.61
C 6.32 2.53 0.80
C 4.99 2.18 0.90
C 2.41 1.41 3.58
C 3.50 0.61 3.90
C 3.49 -0.15 5.06
C 2.40 -0.10 5.92
C 1.32 0.71 5.61
C 1.31 1.46 4.44
C 0.04 3.52 2.32
C -1.03 4.10 2.93
C -2.17 3.33 2.59
C -1.75 2.32 1.76
C -2.60 1.29 1.09
P -1.85 -0.36 1.20
C -1.27 -1.05 -0.21
C -1.21 -0.32 -1.48
C 0.15 -0.13 -2.15
C 1.06 -1.10 -2.30
C 0.89 -2.46 -1.73
C -0.69 -2.44 -0.21
C -2.45 -1.38 2.53
C -3.36 -2.41 2.28
C -3.84 -3.16 3.34
C -3.42 -2.88 4.63
C -2.52 -1.85 4.88
C -2.02 -1.10 3.83
N -0.37 2.41 1.58
H 1.74 4.31 3.35
H 1.77 4.61 1.60
H 4.06 4.33 3.35
H 6.42 4.96 3.16
H 7.88 3.80 1.54
H 6.96 2.02 0.09
H 4.59 1.40 0.26
H 4.37 0.58 3.25
H 4.35 -0.77 5.31
H 2.40 -0.68 6.83
H 0.48 0.77 6.29
H 0.46 2.08 4.22
H -1.00 4.96 3.58
H -3.19 3.49 2.93
H -3.57 1.23 1.58
H -2.77 1.50 0.03
H -1.80 0.58 -1.53
H 0.29 0.81 -2.67
H 1.97 -0.89 -2.86
H 1.59 -3.17 -2.17
H -1.20 -3.07 0.52
H -3.69 -2.61 1.27
H -4.54 -3.96 3.15
H -3.80 -3.47 5.46
H -2.20 -1.64 5.89
H -1.30 -0.31 4.01
C 2.14 -2.77 3.20
C 1.26 -1.64 2.68
Ge 1.77 -0.99 0.87
C 3.68 -1.24 0.45
C 4.16 -2.69 0.35
C 0.86 -2.43 -0.18
C -0.61 -2.96 -1.69
Ge -1.94 -1.85 -2.66
C -3.75 -2.34 -2.11
C -4.30 -3.51 -2.94
C -1.85 -1.22 -4.51
C -1.32 -2.21 -5.55
C -0.76 -4.45 -1.86
C -0.94 -4.98 -3.14
C -1.04 -6.35 -3.35
C -0.96 -7.22 -2.27
C -0.77 -6.71 -1.00
C -0.67 -5.34 -0.79
H 1.75 -3.15 4.15
H 3.16 -2.43 3.38
H 2.19 -3.61 2.50
H 1.23 -0.82 3.39
H 0.23 -2.00 2.58
H 4.28 -0.70 1.20
H 3.85 -0.73 -0.50
H 4.15 -3.19 1.32
H 5.18 -2.74 -0.03
H 3.53 -3.27 -0.33
H 1.20 -3.39 0.21
H -4.37 -1.45 -2.22
H -3.73 -2.60 -1.05
H -4.27 -3.28 -4.01
H -5.33 -3.71 -2.68
H -3.72 -4.42 -2.79
H -1.23 -0.31 -4.49
H -2.87 -0.91 -4.75
H -0.31 -2.55 -5.30
H -1.27 -1.73 -6.53
H -1.96 -3.08 -5.64
H -1.01 -4.31 -3.99
H -1.19 -6.73 -4.35
H -1.04 -8.29 -2.42
H -0.71 -7.38 -0.15
H -0.52 -4.97 0.22
O 4.04 3.31 -1.94
Cl 2.76 2.77 -1.83
O 2.03 2.75 -3.06
O 2.77 1.40 -1.27
O 1.95 3.50 -0.81
C -5.06 3.42 -1.36
C -3.66 3.40 -1.99
C -2.70 4.22 -1.14
S -0.94 4.02 -1.45
O -0.72 2.47 -1.33
C -0.75 4.37 -3.21
C -1.02 3.22 -4.17
C -0.67 3.64 -5.60
H -5.76 2.86 -1.97
H -5.43 4.44 -1.28
H -5.05 2.99 -0.36
H -3.71 3.80 -3.00
H -3.31 2.37 -2.07
H -2.78 3.98 -0.08
H -2.87 5.29 -1.24
H 0.29 4.68 -3.30
H -1.38 5.24 -3.40
H -2.06 2.90 -4.13
H -0.40 2.37 -3.88
H -1.28 4.49 -5.92
H -0.83 2.82 -6.29
H 0.38 3.93 -5.66
```

## Properties
net charge	+2
HOMO-LUMO gap	6.7	eV
spin multiplicity	1

***

| no. | strongest force on any atom (eV/Å) |
| --- | --- |
| 1 | 5.91 |
| 2 | 3.95 |
| 3 | 2.91 |
| 4 | 0.81 |